No. 1
The following is a quantum chemistry calculation of a cluster of 19 separate species, C94H206O44 in total at a distorted geometry, from OMol25.

Output
E = -190887.720 eV

Geometry as ORCA input:
```
! wB97M-V def2-TZVPD RIJCOSX def2/J DEFGRID3
* xyz 0 1
C -3.53160 1.01744 4.43769
C -4.65059 0.40264 5.30687
C -5.87842 0.19623 4.47304
C -6.23792 -1.23853 3.87548
C -5.35233 -1.98043 2.85015
C -4.12304 -2.56319 3.47184
H -3.15727 0.41266 3.61172
H -2.63893 1.26375 5.01263
H -3.89682 1.91221 3.93363
H -4.21053 -0.55145 5.59695
H -4.78276 1.05176 6.17247
H -5.82285 0.94979 3.68745
H -6.63008 0.55500 5.17617
H -6.38449 -1.96373 4.67592
H -7.10899 -1.02758 3.25512
H -5.95399 -2.74012 2.35117
H -5.10272 -1.21991 2.11029
H -3.40719 -1.85020 3.88085
H -4.29021 -3.27352 4.28153
H -3.73750 -3.04411 2.57285
C -8.74610 4.96230 1.07584
O -7.90250 3.88567 0.98058
C -6.86871 3.94533 0.07199
C -6.21303 2.58651 0.02843
O -7.07983 1.51337 -0.32971
C -7.78448 0.94437 0.79030
C -8.31957 -0.48537 0.52679
O -7.38036 -1.49494 0.58449
C -6.50633 -1.48369 -0.57369
H -9.56791 4.85861 0.36734
H -8.21989 5.86153 0.75555
H -9.07354 5.12504 2.10269
H -6.16470 4.62521 0.55183
H -7.11060 4.31898 -0.92298
H -5.66158 2.48284 0.96292
H -5.56676 2.66334 -0.84595
H -8.72023 1.48427 0.93517
H -7.17198 0.96950 1.69157
H -8.72432 -0.45259 -0.48474
H -9.17705 -0.72393 1.15600
H -7.04078 -1.41319 -1.52104
H -5.94912 -2.41985 -0.60843
H -5.82743 -0.64225 -0.43522
C 2.38179 1.78915 1.42127
O 1.10032 1.23766 1.01969
C 1.09747 -0.09368 0.66781
C -0.32013 -0.52344 0.20562
O -0.42517 -0.30916 -1.19243
C -1.81774 -0.15800 -1.63959
C -2.41754 -1.54054 -2.00199
O -2.58818 -2.42535 -0.84630
C -2.70437 -3.81689 -1.17185
H 2.71362 1.37187 2.37198
H 2.19258 2.86214 1.45292
H 3.07671 1.62475 0.59777
H 1.49147 -0.60371 1.54686
H 1.76326 -0.17127 -0.19172
H -0.99110 0.06375 0.83260
H -0.57335 -1.55826 0.43611
H -1.82312 0.46362 -2.53495
H -2.47865 0.27950 -0.89135
H -1.74510 -1.99446 -2.72992
H -3.37605 -1.43492 -2.51011
H -3.40069 -4.21533 -0.43395
H -1.81023 -4.42816 -1.04953
H -3.20808 -3.98568 -2.12363
C 1.77610 9.80351 7.63972
O 3.09144 10.48252 7.68012
C 3.32972 11.30357 6.48973
C 3.78401 10.49592 5.24992
O 3.02348 9.33785 4.94436
C 3.85877 8.41499 4.35088
C 2.96407 7.22814 3.81625
O 3.77337 6.21349 3.25938
C 4.41472 6.46822 2.00903
H 0.97705 10.35230 7.14128
H 1.37107 9.57427 8.62536
H 1.84990 8.85865 7.10130
H 4.15105 11.99405 6.68145
H 2.59891 12.11129 6.52996
H 4.84650 10.25359 5.27256
H 3.73570 11.07284 4.32638
H 4.54609 8.09945 5.13581
H 4.45288 8.92938 3.59554
H 2.22299 7.52622 3.07458
H 2.41041 6.86020 4.68006
H 3.74073 6.67875 1.17866
H 4.99995 5.57850 1.77666
H 5.05461 7.34791 2.07823
C -2.24167 -0.57907 -5.55618
O -3.61604 -0.34655 -5.22560
C -4.42758 0.24359 -6.19254
C -5.75962 0.62667 -5.44424
O -6.81053 0.89454 -6.39371
C -8.11549 0.95945 -5.82595
C -9.09402 -0.02502 -6.54546
O -8.59335 -1.39557 -6.64085
C -9.66103 -2.11406 -7.22876
H -1.90563 0.38400 -5.94042
H -2.29921 -1.29193 -6.37875
H -1.58300 -0.86645 -4.73662
H -4.63580 -0.46750 -6.99198
H -4.18552 1.13453 -6.77199
H -5.63757 1.43051 -4.71826
H -5.94822 -0.29819 -4.89913
H -8.45959 1.97743 -6.00876
H -8.21219 0.97690 -4.74039
H -9.33501 0.30238 -7.55682
H -9.97040 -0.08011 -5.89970
H -9.88398 -1.64910 -8.18907
H -10.58992 -2.21987 -6.66833
H -9.33280 -3.11237 -7.51815
C 2.05697 -5.78854 -0.19286
O 3.30710 -5.59162 0.47904
C 3.80084 -4.20071 0.48494
C 3.35964 -3.47395 1.76522
O 4.02046 -2.19340 1.65699
C 3.90677 -1.37470 2.84516
C 4.87151 -1.72046 4.03082
O 4.55884 -2.93790 4.65283
C 5.51531 -3.28649 5.70965
H 2.33228 -6.04508 -1.21585
H 1.35100 -4.95886 -0.15633
H 1.58723 -6.70885 0.15423
H 3.46593 -3.71488 -0.43152
H 4.88895 -4.14329 0.45617
H 3.78645 -4.06516 2.57540
H 2.29061 -3.51992 1.97301
H 2.91712 -1.26501 3.28864
H 4.08944 -0.36520 2.47687
H 4.71446 -0.89140 4.72083
H 5.91302 -1.75652 3.71135
H 5.64401 -2.44699 6.39285
H 6.55290 -3.45467 5.42115
H 5.07818 -4.10767 6.27767
C -3.05260 6.60219 -6.94303
O -4.34216 6.63220 -6.33398
C -5.11464 5.42938 -6.45076
C -4.69257 4.34239 -5.46572
O -3.30682 4.04262 -5.84942
C -2.60362 3.15816 -5.01332
C -1.19297 3.12245 -5.53769
O -0.47003 2.08429 -4.81020
C 0.93855 2.11953 -4.92908
H -2.24695 6.52709 -6.21270
H -2.99097 7.56447 -7.45127
H -2.78426 5.76073 -7.58181
H -5.16734 4.97030 -7.43796
H -6.12541 5.77296 -6.23081
H -5.31192 3.52577 -5.83670
H -4.85613 4.63436 -4.42836
H -3.02378 2.15336 -4.96918
H -2.54944 3.47918 -3.97308
H -0.75892 4.09482 -5.30489
H -1.12375 3.03704 -6.62213
H 1.28483 2.94830 -4.31157
H 1.44266 2.13597 -5.89537
H 1.38498 1.26751 -4.41636
C 1.31783 -3.07015 -2.46656
O 0.78287 -4.40655 -2.49282
C 0.45912 -4.90454 -3.75939
C -0.03615 -6.35183 -3.74232
O -1.07428 -6.59155 -2.74694
C -1.74776 -7.78728 -2.82222
C -0.80216 -9.03307 -2.60702
O 0.11230 -8.87979 -1.52387
C -0.48099 -8.91582 -0.17720
H 0.57219 -2.27573 -2.49859
H 1.91102 -3.04340 -3.38061
H 1.96424 -2.97054 -1.59459
H 1.27292 -4.77581 -4.47300
H -0.38731 -4.33714 -4.14630
H 0.87113 -6.93652 -3.59038
H -0.46188 -6.60492 -4.71329
H -2.37518 -7.76161 -3.71317
H -2.45631 -7.94087 -2.00829
H -0.26517 -9.15773 -3.54734
H -1.23564 -10.03281 -2.57994
H -1.32448 -8.22694 -0.22300
H 0.19944 -8.35815 0.46631
H -0.86938 -9.87399 0.16798
C 2.83921 -7.54619 -6.56621
O 1.53671 -6.99858 -6.61593
C 0.93876 -6.88493 -7.91108
C 1.53071 -5.94878 -8.95605
O 1.62654 -4.55227 -8.55243
C 0.45492 -3.81236 -8.20394
C 0.82542 -2.44676 -7.63649
O 1.34261 -2.49213 -6.31257
C 2.28900 -1.50677 -5.98804
H 3.32759 -7.04335 -5.73150
H 3.41352 -7.57536 -7.49218
H 2.70316 -8.60574 -6.34952
H -0.13637 -6.71049 -7.86878
H 1.10844 -7.84792 -8.39270
H 0.99747 -5.96900 -9.90650
H 2.52714 -6.34007 -9.16124
H -0.09860 -4.42669 -7.49379
H -0.19928 -3.80575 -9.07576
H -0.01173 -1.75865 -7.75389
H 1.62260 -2.01532 -8.24186
H 2.65262 -1.52888 -4.96072
H 1.82419 -0.52091 -5.99998
H 3.24729 -1.59247 -6.50031
O 8.19611 6.89231 5.50810
C 8.43120 6.01055 4.63526
O 7.89360 4.78859 4.53801
C 7.15896 4.39939 5.73750
C 6.84138 2.94311 5.90727
C 9.38861 6.29372 3.44627
H 6.34137 5.10982 5.85977
H 7.76524 4.65407 6.60679
H 6.48442 2.74206 6.91736
H 7.71141 2.31724 5.70876
H 6.07972 2.64130 5.18832
H 9.84902 7.28169 3.45147
H 8.89578 6.27694 2.47420
H 10.18497 5.55483 3.35699
O 7.44413 4.59741 0.97917
C 7.85569 3.44371 1.14313
O 8.68111 2.78768 0.27753
C 9.23895 3.44164 -0.87763
C 8.19071 3.57248 -2.04764
C 7.37022 2.58937 2.20883
H 10.10226 2.84608 -1.17446
H 9.58518 4.40610 -0.50611
H 7.32423 4.06274 -1.60387
H 7.70038 2.66104 -2.38963
H 8.50831 4.06578 -2.96627
H 8.16358 2.75202 2.93836
H 7.28184 1.51795 2.02897
H 6.41890 2.95885 2.59167
O -5.98708 -7.64061 0.69804
C -6.17592 -6.49060 1.15030
O -7.22743 -5.65550 0.89486
C -8.15084 -5.97301 -0.09260
C -9.09337 -4.75042 -0.18648
C -5.11911 -6.07809 2.19585
H -8.69869 -6.85769 0.23192
H -7.64309 -6.26266 -1.01259
H -10.08580 -5.03373 -0.53706
H -8.74389 -3.86170 -0.71196
H -9.38388 -4.49320 0.83211
H -5.62941 -6.01690 3.15708
H -4.49663 -5.19625 2.04426
H -4.40447 -6.88869 2.33844
O 4.66461 6.26865 8.31297
C 4.28515 5.12233 8.54657
O 3.57055 4.37689 7.68165
C 2.95155 4.99258 6.52987
C 2.90112 3.91487 5.45017
C 4.63170 4.56054 9.88888
H 3.53401 5.80905 6.10301
H 1.93337 5.30331 6.76409
H 3.80158 4.01070 4.84347
H 2.18774 4.20431 4.67853
H 2.79587 2.87130 5.74678
H 3.71021 4.63821 10.46589
H 5.36667 5.19845 10.37978
H 4.86694 3.49765 9.83379
O 7.85827 0.39040 -5.15647
C 6.59320 0.58632 -5.20483
O 5.71256 0.45154 -4.25313
C 6.14571 -0.10347 -2.99286
C 5.39147 0.57199 -1.80880
C 5.98195 0.97838 -6.51152
H 7.21916 0.07684 -2.93548
H 5.95564 -1.15643 -3.20083
H 5.75259 0.25958 -0.82896
H 4.34626 0.30271 -1.96084
H 5.55887 1.64794 -1.85782
H 5.28538 1.81663 -6.49622
H 5.33384 0.17522 -6.86219
H 6.76248 1.11253 -7.26045
O -1.57773 -2.60143 6.14574
C -1.01369 -3.56644 6.61539
O -1.28566 -4.88712 6.35632
C -2.15394 -5.20959 5.22285
C -1.78033 -6.40349 4.37285
C 0.02417 -3.37637 7.69352
H -2.18649 -4.44935 4.44241
H -3.16289 -5.23412 5.63460
H -1.69638 -7.28517 5.00822
H -0.85848 -6.16699 3.84150
H -2.48156 -6.59490 3.56061
H 0.23316 -4.33463 8.16908
H -0.44279 -2.61270 8.31548
H 1.02425 -3.01912 7.44787
O 8.21097 -2.92827 3.58830
C 8.75362 -1.81683 3.51427
O 9.11972 -1.15483 2.38159
C 8.88791 -1.75323 1.10933
C 7.40807 -1.76338 0.70908
C 8.99366 -1.04951 4.82902
H 9.38207 -2.70878 0.93375
H 9.52901 -1.25869 0.37959
H 6.93617 -2.58047 1.25477
H 7.30994 -1.92835 -0.36388
H 6.97399 -0.84099 1.09492
H 8.59126 -1.72022 5.58819
H 8.40689 -0.13187 4.87079
H 10.06084 -0.83805 4.89615
O -3.26884 4.89061 1.12584
C -2.36836 5.71200 1.05134
O -1.24411 5.53259 0.44709
C -0.81721 4.29086 -0.15139
C -1.10954 4.18576 -1.63832
C -2.32773 6.98043 1.83997
H -1.18700 3.49638 0.49679
H 0.22009 4.19540 0.16954
H -0.52389 5.01930 -2.02605
H -2.15505 4.38973 -1.86940
H -0.68246 3.27758 -2.06367
H -1.37891 7.50056 1.70844
H -2.71035 6.88712 2.85634
H -3.02878 7.73663 1.48668
O 3.77264 0.62653 6.68993
C 3.00822 0.33528 7.57418
O 1.74381 -0.09931 7.45606
C 1.23787 -0.56574 6.23559
C 0.33586 0.46603 5.56474
C 3.41572 0.53086 9.06969
H 0.57560 -1.42507 6.34080
H 2.04996 -0.83587 5.56057
H -0.37597 1.00234 6.19224
H -0.21137 -0.07968 4.79608
H 0.94900 1.25541 5.12995
H 3.04746 -0.33606 9.61827
H 3.11187 1.48513 9.50000
H 4.50456 0.54883 9.11650
O -6.56080 -5.56638 -5.70261
C -5.53958 -4.88739 -5.62745
O -5.29769 -3.63582 -6.25353
C -6.12820 -3.12817 -7.22473
C -5.91264 -3.84900 -8.55664
C -4.21828 -5.21583 -4.90696
H -5.81983 -2.08399 -7.27667
H -7.15425 -3.09804 -6.85811
H -6.49116 -4.77208 -8.52005
H -4.85588 -4.05831 -8.72254
H -6.28955 -3.43828 -9.49331
H -4.44974 -5.34326 -3.84947
H -3.47238 -4.43646 -5.06291
H -3.73718 -6.11501 -5.29179
*
```

These are the Mulliken partial charges, in e, on atoms 1 to 2: atom 1 (C): -0.877, atom 2 (C): -0.229



No. 2
The following is a quantum chemistry calculation of an isolated molecule of C3H6O2 at a distorted geometry, from OMol25.

Output
SMILES = CCC(=O)O
ΔE to the lowest compared entry with this formula, charge and spin = 4.4 kcal per mole

Geometry as ORCA input:
```
! wB97M-V def2-TZVPD RIJCOSX def2/J DEFGRID3
* xyz 0 1
C -1.09081 0.65817 1.50385
C 0.30190 0.41809 0.90570
C 0.22004 -0.12380 -0.52241
O -0.44849 0.24376 -1.44230
O 1.08348 -1.16444 -0.64260
H -1.82751 -0.11454 1.30675
H -1.42176 1.68896 1.36890
H -1.01086 0.69518 2.59843
H 0.77040 1.39856 0.90870
H 0.83380 -0.37822 1.41457
H 1.06393 -1.45318 -1.56915
*
```

These are the Mulliken partial charges, in e, on atoms 1 to 2: atom 1 (C): -1.099, atom 2 (C): -0.111



No. 3
The following is a quantum chemistry calculation of a structure of composition C22H27AuBrN3O3S2, from OMol25.

Output
ΔE to the lowest compared entry with this formula, charge and spin = 10.5 kcal per mole

Geometry as ORCA input:
```
! wB97M-V def2-TZVPD RIJCOSX def2/J DEFGRID3
* xyz 2 1
Au -0.35670 -0.21171 0.72369
C -1.39515 5.34837 0.23625
C -0.34109 4.28298 0.12308
C 0.98977 4.57104 -0.15548
C 1.91498 3.55027 -0.30230
C 1.47945 2.24994 -0.14906
Br 2.70948 0.84172 -0.43666
N 0.22156 1.94530 0.15662
C -0.66727 2.94547 0.28290
H -0.94707 6.33718 0.30160
H -2.02320 5.19308 1.11311
H -2.04518 5.33262 -0.63991
H 1.30858 5.60015 -0.26765
H 2.94855 3.75450 -0.53998
H -1.67596 2.64490 0.53344
C -8.34745 -0.36808 -1.15110
C -6.91088 -0.19659 -0.74274
C -5.99231 0.40512 -1.59696
C -4.66627 0.57278 -1.23962
C -3.71845 1.28055 -2.17926
C -4.25928 0.11228 0.02175
C -5.17087 -0.45502 0.92792
C -4.76781 -0.89430 2.31312
C -6.48277 -0.60760 0.51407
C -2.85557 0.19333 0.41372
O -2.41183 0.73063 1.44689
O -1.96744 -0.37157 -0.39168
H -8.47004 -0.29623 -2.22991
H -8.96203 0.40936 -0.69243
H -8.73956 -1.32641 -0.81271
H -6.32208 0.75085 -2.56985
H -4.23308 1.57454 -3.09086
H -2.87181 0.65180 -2.45206
H -3.32127 2.18736 -1.71396
H -3.86179 -1.50450 2.30376
H -5.56392 -1.47641 2.77087
H -4.57123 -0.02856 2.94643
H -7.19508 -1.06674 1.19014
S 0.24293 -2.43614 0.45051
C 0.95834 -2.32744 -1.13550
N 2.18263 -2.88856 -1.28217
C 2.77243 -3.02736 -2.48734
C 2.12547 -2.54795 -3.58878
C 0.90806 -1.89843 -3.36902
N 0.33525 -1.80252 -2.17356
H 2.64671 -3.22907 -0.44686
H 3.74372 -3.50144 -2.50889
H 2.54603 -2.65534 -4.57697
H 0.36868 -1.44322 -4.19153
C 2.16307 0.57404 4.42538
S 0.99042 1.12898 3.22254
C -0.50404 1.03600 4.18039
O 0.96178 -0.11315 2.26932
H 2.19553 1.33067 5.21027
H 3.13284 0.50442 3.93756
H 1.84734 -0.39206 4.81468
H -0.48360 1.85126 4.90453
H -0.55776 0.06737 4.67640
H -1.34198 1.16634 3.49768
*
```

These are the Mulliken partial charges, in e, on atoms 1 to 2: atom 1 (Au): 1.387, atom 2 (C): -1.412



No. 4
The following is a quantum chemistry calculation of an isolated molecule of C2Cl2O at a distorted geometry, from OMol25.

Output
ΔE to the lowest compared entry with this formula, charge and spin = 0.0 kcal per mole

Geometry as ORCA input:
```
! wB97M-V def2-TZVPD RIJCOSX def2/J DEFGRID3
* xyz 0 3
C 0.31460 0.23473 -0.83412
C -0.06877 -0.09896 0.34410
O 0.75387 0.61808 -1.80554
Cl 0.40577 -1.53229 1.12474
Cl -1.40546 0.77843 1.17083
*
```

These are the Mulliken partial charges, in e, on atoms 1 to 2: atom 1 (C): 0.482, atom 2 (C): 0.059